16
Properties=species:S:1:pos:R:3:forces:R:3 method="wB97M-V/def2-TZVPD" e_lumo_ev=1.04 relative_energy_ev=0.954 e_homo_ev=-11.29 smiles=CC.CC
C 1.7314 -1.5473 -1.2802 1.65 -1.10 -1.49
C 2.5417 -0.8812 -0.1949 -0.90 -0.18 2.97
H 2.1756 -1.1603 -2.2663 -0.89 -1.20 1.04
H 1.8691 -2.6584 -1.1196 0.06 1.04 -0.81
H 0.6518 -1.4563 -1.3073 -0.09 0.77 0.30
H 2.8342 0.1484 -0.3749 -0.18 0.13 -0.16
H 3.4682 -1.4279 0.1099 -0.70 0.25 -0.66
H 1.9035 -0.8995 0.7661 1.03 0.29 -1.18
C -1.9943 0.6701 1.2270 1.73 0.12 -0.09
C -2.2682 1.8436 0.2621 0.39 -0.85 -0.96
H -2.8385 -0.0176 1.3062 -0.28 0.52 0.37
H -1.1909 -0.0562 0.7856 -0.87 1.64 1.22
H -1.7534 1.2018 2.2151 0.08 -1.72 -1.12
H -2.7588 2.6642 0.7919 0.39 0.11 -0.39
H -1.4366 2.1200 -0.4466 -0.29 0.22 1.51
H -2.9346 1.4566 -0.4742 -1.14 -0.05 -0.56